(1)
{"formula": "C37H23CoF2N2O7P", "method": "the ωB97M-V functional and the def2-TZVPD basis", "species": ["Co", "O", "C", "C", "C", "N", "C", "C", "C", "O", "O", "C", "O", "O", "H", "H", "H", "O", "C", "O", "C", "C", "C", "C", "C", "C", "P", "C", "C", "C", "C", "C", "C", "C", "C", "C", "C", "C", "C", "H", "H", "H", "H", "H", "H", "H", "H", "H", "H", "H", "H", "H", "H", "F", "C", "C", "C", "C", "C", "F", "C", "C", "C", "C", "C", "C", "N", "H", "H", "H", "H", "H", "H"], "xyz": [[1.74461, 1.49120, -0.13948], [1.74591, -4.78506, -0.75757], [1.81018, -3.38162, -0.59471], [1.45731, -2.58126, -1.64702], [1.57245, -1.17093, -1.47342], [1.80372, -0.63844, -0.26751], [1.88838, -1.46229, 0.77626], [1.90844, -2.82457, 0.71066], [2.05759, -0.70473, 2.11138], [2.02458, -1.37759, 3.19824], [2.15332, 0.55954, 1.96935], [1.19910, -0.20558, -2.53825], [0.89916, -0.66822, -3.63148], [1.39348, 0.99731, -2.26522], [1.57104, -4.96016, -1.68385], [1.22422, -2.92821, -2.65383], [2.00033, -3.40760, 1.65848], [-1.11561, 3.08497, 1.48615], [-1.25903, 2.02710, 0.89020], [-0.40974, 1.36686, 0.23013], [-2.68174, 1.44716, 0.77184], [-3.62778, 2.46372, 0.57729], [-4.82826, 2.17358, -0.02501], [-5.13980, 0.86669, -0.35877], [-4.25928, -0.16330, -0.00417], [-3.04151, 0.12605, 0.59486], [-1.66658, -1.04501, 1.07552], [-1.70942, -2.05365, -0.45234], [-1.68295, -3.48281, -0.37887], [-1.59959, -4.21489, -1.54735], [-1.51070, -3.55697, -2.74604], [-1.59532, -2.17555, -2.89115], [-1.71573, -1.44214, -1.71306], [-2.60442, -2.10669, 2.23514], [-1.78054, -2.83978, 3.09760], [-2.30074, -3.72407, 3.98985], [-3.68121, -3.97607, 4.01042], [-4.50996, -3.12359, 3.26266], [-3.96574, -2.23696, 2.33794], [-3.32670, 3.50884, 0.84746], [-5.56604, 2.98310, -0.18330], [-6.06344, 0.52966, -0.76276], [-4.55226, -1.20685, -0.23422], [-1.83822, -3.89819, 0.60140], [-1.55315, -5.25845, -1.36595], [-1.40405, -4.17245, -3.62174], [-1.63991, -1.62773, -3.83178], [-1.77428, -0.36545, -1.69014], [-0.67363, -2.69715, 2.93163], [-1.66912, -4.29265, 4.68350], [-4.22116, -4.72581, 4.63133], [-5.55473, -3.25649, 3.34923], [-4.62684, -1.64549, 1.73320], [7.11239, 0.54737, -1.32740], [6.16762, 1.44997, -0.94027], [4.89291, 0.99280, -0.59745], [3.82686, 1.91360, -0.33750], [4.11595, 3.30841, -0.52828], [5.41571, 3.69245, -0.88472], [5.74389, 5.04113, -1.09300], [6.45610, 2.82100, -1.08738], [2.99892, 4.23656, -0.46529], [3.08743, 5.58219, -0.29866], [1.96002, 6.38439, -0.43985], [0.74862, 5.78576, -0.64713], [0.69518, 4.43951, -0.66227], [1.76668, 3.70994, -0.60221], [4.70504, -0.09894, -0.64522], [7.39757, 3.23309, -1.38967], [4.04860, 6.02290, -0.25577], [2.00321, 7.48004, -0.49556], [-0.19627, 6.31768, -0.82703], [-0.25114, 3.89886, -0.77811]], "atomic_forces_ev_per_a": [[0.2, -0.5, 0.0], [0.5, 1.2, 0.8], [-1.5, -1.4, 1.0], [1.2, 1.9, -0.7], [-0.9, -1.7, 1.7], [-0.5, -1.0, -1.1], [0.8, 1.2, 1.2], [0.3, -1.5, -0.5], [-0.5, 0.5, 1.6], [0.2, 1.0, -2.1], [0.0, -1.2, 0.2], [1.4, 0.5, -0.8], [-0.8, -0.7, -1.2], [-0.3, 1.2, 0.7], [-0.1, 0.1, -0.2], [0.0, -0.1, 0.3], [0.0, 0.5, -1.1], [0.1, 0.7, 0.4], [0.0, -0.9, 0.1], [0.5, -0.1, -0.3], [-0.3, 1.7, -0.1], [0.5, 0.8, 0.0], [-1.2, 0.8, 0.1], [0.9, -1.1, 0.8], [-0.6, -0.2, -0.3], [1.4, -0.2, -0.1], [-0.8, 0.5, -0.5], [-0.2, -1.8, -0.3], [-0.4, 2.4, -0.1], [0.2, 0.8, 1.7], [-0.1, -0.2, -1.6], [-0.5, 0.2, 1.1], [0.3, 0.0, 0.7], [0.7, -0.3, -0.1], [1.6, 0.9, -1.2], [-0.6, -1.9, 1.2], [-0.9, 1.0, 0.2], [1.4, -0.9, -0.1], [-0.7, -0.1, 0.7], [-0.3, -1.1, -0.4], [0.5, -0.5, -0.1], [-0.8, 0.3, -0.5], [0.3, 0.7, 0.1], [0.3, -0.6, 0.1], [0.0, -1.0, -0.7], [0.0, -0.1, -0.5], [0.3, -0.5, 0.1], [0.1, 0.3, -0.4], [-1.1, -0.2, 0.7], [0.0, 0.2, -0.5], [1.0, 0.5, -0.2], [-1.1, 0.0, -0.1], [-0.1, 0.1, 0.0], [0.2, 0.1, 0.3], [-1.1, 0.5, -0.4], [-0.1, 0.5, 0.0], [0.7, 0.3, -0.7], [0.9, -1.3, 0.0], [-0.4, 0.6, 0.3], [-0.2, -0.8, 0.1], [-0.4, -0.8, 0.2], [-1.3, -0.5, 0.1], [0.0, 1.7, -0.5], [0.2, 0.7, -0.2], [-1.4, 1.8, -0.2], [-1.1, -1.6, -0.3], [1.0, -2.1, 0.5], [0.1, 0.8, 0.3], [0.4, -0.2, -0.1], [0.6, 0.5, 0.4], [0.3, -0.5, 0.3], [0.6, 0.1, 0.2], [0.4, 0.2, 0.1]], "orbital_gap_ev": [6.61, 7.43], "multiplicity": 4, "total_charge": -2, "s2": 3.7583, "homo_ev": [-2.291, -3.111], "e_above_lowest_kcal_mol": 20.79}

***

(2)
{"formula": "C37H24BrCl2N9O4SW", "method": "the ωB97M-V functional and the def2-TZVPD basis", "species": ["W", "Cl", "C", "C", "C", "N", "C", "O", "C", "C", "C", "C", "C", "N", "C", "C", "C", "Cl", "N", "C", "O", "C", "C", "C", "C", "C", "N", "H", "H", "H", "H", "H", "H", "H", "H", "H", "H", "S", "C", "N", "N", "C", "C", "C", "C", "C", "C", "N", "N", "C", "C", "C", "C", "C", "C", "H", "H", "H", "H", "H", "H", "H", "H", "H", "H", "H", "Br", "C", "C", "C", "C", "C", "N", "C", "O", "O", "H", "H", "H"], "xyz": [[0.74011, 0.19606, -0.36528], [-2.78669, -5.56024, 0.11312], [-1.97579, -4.22844, -0.60598], [-0.96199, -3.59844, 0.10092], [-0.33099, -2.50364, -0.45978], [0.77991, -1.83804, 0.09062], [1.73801, -2.61664, 0.66752], [1.69541, -3.81454, 0.87472], [2.95631, -1.81214, 1.00862], [4.12881, -2.44364, 1.40442], [5.22261, -1.66914, 1.75042], [5.07801, -0.28944, 1.73682], [3.87121, 0.25656, 1.33342], [2.83251, -0.47924, 0.92112], [-0.71339, -2.01954, -1.73198], [-1.69189, -2.68884, -2.45148], [-2.32459, -3.78224, -1.87548], [-3.57649, -4.57174, -2.74518], [-0.05479, -0.83744, -2.08598], [-0.15719, -0.30054, -3.32308], [-0.56729, -0.82064, -4.35128], [0.29121, 1.13186, -3.30278], [0.49301, 1.82966, -4.48098], [0.86981, 3.16356, -4.41858], [0.96031, 3.75596, -3.16448], [0.70151, 3.00556, -2.03158], [0.40341, 1.69166, -2.07608], [-0.66289, -3.95494, 1.07072], [4.14501, -3.52134, 1.43332], [6.15701, -2.12134, 2.04802], [5.88211, 0.36626, 2.03402], [3.73281, 1.32826, 1.36812], [-1.97619, -2.36444, -3.43898], [0.35351, 1.30646, -5.41498], [1.06501, 3.72336, -5.31938], [1.22311, 4.79496, -3.05988], [0.68691, 3.46996, -1.05038], [0.27951, -0.02264, 2.36152], [-0.64039, 1.38676, 1.88492], [-1.16139, 2.28536, 2.62742], [-1.30029, 2.24586, 3.96412], [-1.96169, 1.30696, 4.72302], [-2.19209, 1.61136, 6.07272], [-2.92869, 0.75486, 6.86332], [-3.44689, -0.41804, 6.33362], [-3.20859, -0.73294, 5.00602], [-2.47069, 0.11236, 4.20252], [-0.63709, 1.49566, 0.50382], [-1.22839, 0.46056, -0.19878], [-2.60849, 0.41436, -0.37178], [-3.52149, 0.80886, 0.61822], [-4.88089, 0.75226, 0.38002], [-5.37279, 0.33756, -0.84698], [-4.48209, -0.01874, -1.84698], [-3.12329, 0.01356, -1.61828], [-1.21759, 3.16956, 4.37242], [-1.79719, 2.52886, 6.48692], [-3.11949, 1.00046, 7.89732], [-4.03569, -1.07694, 6.95322], [-3.61839, -1.63904, 4.58662], [-2.30009, -0.14624, 3.17162], [-3.16139, 1.17026, 1.56832], [-5.56159, 1.04566, 1.16452], [-6.43449, 0.31156, -1.03538], [-4.85079, -0.30124, -2.82238], [-2.45439, -0.22334, -2.42748], [2.35821, -2.61824, -2.44158], [2.92551, -0.81644, -2.62468], [3.79451, -0.53474, -3.64528], [4.39841, 0.73176, -3.70438], [4.13441, 1.61106, -2.67128], [3.21991, 1.27356, -1.68848], [2.52811, 0.06116, -1.66118], [2.85021, 2.20256, -0.59558], [3.43461, 3.25666, -0.40338], [1.84001, 1.76196, 0.11912], [4.03071, -1.29814, -4.36688], [5.08731, 0.97396, -4.49468], [4.60711, 2.57796, -2.59808]], "atomic_forces_ev_per_a": [[-3.9, -0.7, 1.9], [-0.1, -0.2, 0.2], [0.0, 0.3, -0.2], [0.1, 0.3, -0.1], [-0.2, -0.2, -0.8], [-0.1, -0.6, 0.0], [0.0, 0.7, -0.1], [0.1, 0.0, -0.1], [0.1, 0.2, 0.1], [-0.1, 0.1, 0.1], [-0.2, 0.1, -0.1], [-0.2, -0.1, 0.0], [-0.2, 0.2, 0.0], [0.3, -0.9, 0.0], [0.1, -0.7, 0.7], [0.1, 0.1, 0.0], [0.2, 0.0, 0.3], [-0.2, -0.1, -0.3], [0.0, 0.1, -0.3], [0.3, 0.0, 0.4], [0.0, 0.1, 0.2], [-0.2, 0.3, 0.2], [0.0, 0.1, 0.1], [-0.1, -0.3, 0.4], [-0.2, -0.1, -0.2], [-0.6, 0.0, 0.3], [0.5, 0.3, -1.2], [0.0, -0.1, 0.1], [0.0, -0.1, 0.0], [0.0, -0.1, 0.0], [0.0, 0.0, 0.0], [0.0, 0.0, 0.0], [0.0, 0.0, 0.0], [0.0, -0.1, 0.0], [0.0, 0.1, -0.1], [0.0, 0.1, 0.1], [0.1, -0.2, -0.1], [0.1, 0.2, -1.3], [0.0, -0.8, 3.1], [-0.6, 0.7, -2.5], [1.2, 0.1, 1.0], [-0.2, -0.3, 0.1], [0.0, -0.1, -0.1], [0.0, 0.0, -0.1], [-0.1, -0.2, 0.1], [-0.1, 0.1, 0.3], [0.2, 0.3, -0.2], [0.0, 1.6, -1.3], [2.0, 0.0, 1.0], [-0.9, -0.4, -0.9], [0.7, 0.0, 0.0], [-0.1, 0.0, -0.1], [0.0, 0.0, 0.0], [-0.2, 0.0, 0.0], [0.4, 0.2, 0.3], [-0.3, -0.3, -0.2], [0.0, 0.1, 0.0], [0.0, 0.1, 0.1], [0.0, -0.1, 0.1], [0.0, -0.1, -0.1], [0.0, 0.0, -0.1], [0.0, 0.0, 0.0], [-0.1, 0.0, 0.1], [-0.1, 0.0, 0.0], [0.0, -0.1, -0.1], [0.0, 0.0, 0.0], [0.4, 0.2, -0.5], [-1.1, -0.6, 1.7], [0.8, 1.2, -0.5], [-0.6, -1.1, 0.4], [-0.2, 0.2, 0.4], [-0.5, -1.8, -0.8], [2.5, 1.3, -1.9], [0.1, 1.0, 0.8], [-0.4, -1.0, -0.3], [1.1, 1.3, 0.0], [0.0, -0.1, 0.0], [0.1, 0.1, -0.1], [0.0, 0.1, 0.0]], "orbital_gap_ev": 4.79, "total_charge": 0, "homo_ev": -6.764}